## a
2 unconnected molecules or ions with the total composition C5H8S, computed with wB97M-V/def2-TZVPD.

HOMO (alpha / beta) (eV): -8.39 / -8.39
Total charge: 0
SMILES: CC(C)=S.C#C

Each line ends with the Löwdin charge.
Geometry (Å):
C (0.904, -0.471, 0.314)  -0.149
C (-0.208, -0.475, 1.251)  -0.888
C (-0.683, -1.824, 1.733)  -0.139
S (-1.143, 0.830, 1.530)  0.691
H (1.881, -0.252, 0.888)  0.124
H (0.834, 0.401, -0.349)  0.053
H (1.085, -1.477, -0.069)  0.076
H (-0.008, -2.482, 1.208)  0.054
H (-1.692, -2.112, 1.601)  0.058
H (-0.658, -1.884, 2.879)  0.112
C (-0.608, 2.532, -2.971)  0.018
C (0.448, 2.554, -2.402)  0.011
H (-1.474, 2.321, -3.567)  0.025
H (1.321, 2.340, -2.044)  -0.046

=====

## b
A single C5H8S molecule, computed with wB97M-V/def2-TZVPD.

HOMO (eV): -8.31
Total charge: 0
SMILES: S=C1CCCC1

Each line ends with the Löwdin charge.
Geometry (Å):
S (2.893, 0.018, -0.070)  0.700
C (1.256, 0.036, -0.024)  -0.813
C (0.499, -1.139, 0.169)  -0.235
C (-0.928, -0.748, -0.280)  -0.197
C (-1.020, 0.651, 0.068)  -0.217
C (0.373, 1.237, -0.067)  -0.193
H (0.868, -2.031, -0.355)  0.127
H (0.473, -1.316, 1.244)  0.139
H (-1.567, -1.346, 0.236)  0.077
H (-1.052, -1.025, -1.335)  0.130
H (-1.183, 0.803, 1.140)  0.123
H (-1.796, 1.261, -0.385)  0.118
H (0.559, 1.690, -1.057)  0.133
H (0.625, 1.907, 0.714)  0.107

=====

Tell me which of them is the most stable. Sure, it is b.

=====

## a
2 unconnected molecules or ions with the total composition C2H5IP2, computed with wB97M-V/def2-TZVPD.

HOMO (eV): -8.84
Total charge: 0
SMILES: C=C=P#[PH2].I

Each line ends with the Löwdin charge.
Geometry (Å):
C (-0.911, -2.120, -1.103)  -0.053
C (-0.754, -0.781, -0.941)  -0.623
P (-0.435, 0.796, -0.875)  0.536
P (-1.009, 1.135, 1.184)  0.434
H (-0.335, -2.898, -0.652)  0.046
H (-1.832, -2.381, -1.553)  0.031
H (-2.068, 2.039, 0.879)  -0.168
H (0.041, 1.987, 1.605)  -0.184
I (4.334, 0.866, 0.446)  0.407
H (2.969, 1.358, 1.010)  -0.427

=====

## b
A molecular structure, C2H5IP2, computed with wB97M-V/def2-TZVPD.

HOMO (eV): -7.82
Total charge: 0

Each line ends with the Löwdin charge.
Geometry (Å):
C (-1.591, 0.427, 0.292)  -0.221
C (1.281, 0.932, -0.339)  -0.959
P (0.062, -2.389, -0.441)  0.422
P (0.196, -0.332, -0.030)  0.408
I (3.281, 0.284, -0.200)  0.669
H (-2.107, -0.051, 1.071)  0.010
H (-1.407, 1.502, 0.644)  0.065
H (-2.088, 0.517, -0.554)  -0.036
H (0.980, 1.726, 0.261)  -0.077
H (1.393, -2.615, -0.705)  -0.282

=====

Tell me which of them is the most stable. Sure, it is a.

=====

## a
2 unconnected molecules or ions with the total composition C3H12N2O, computed with wB97M-V/def2-TZVPD.

HOMO (eV): -9.51
Total charge: 0
SMILES: CNCCN.O

Each line ends with the Löwdin charge.
Geometry (Å):
C (1.121, -0.765, -2.015)  -0.100
N (0.567, 0.130, -0.879)  -0.132
C (0.688, -0.512, 0.520)  -0.185
C (-0.377, 0.293, 1.447)  -0.274
N (-0.171, -0.223, 2.822)  -0.045
H (2.160, -0.846, -2.272)  0.060
H (0.772, -1.784, -1.855)  0.064
H (0.574, -0.349, -2.820)  0.047
H (1.240, 0.876, -0.852)  0.076
H (1.718, -0.384, 0.911)  0.100
H (0.442, -1.653, 0.411)  0.128
H (-1.351, 0.123, 1.076)  0.076
H (-0.175, 1.322, 1.301)  0.087
H (-0.711, -1.151, 2.868)  0.096
H (-0.662, 0.396, 3.497)  0.066
O (-2.214, 1.604, -1.178)  -0.034
H (-1.319, 1.487, -0.901)  -0.026
H (-2.299, 1.436, -2.081)  -0.003

=====

## b
2 unconnected molecules or ions with the total composition C3H12N2O, computed with wB97M-V/def2-TZVPD.

HOMO (eV): -9.42
Total charge: 0
SMILES: CCO.NCN

Each line ends with the Löwdin charge.
Geometry (Å):
C (1.476, -0.351, -1.762)  -0.086
C (1.969, 0.360, -0.504)  -0.306
O (2.128, -0.585, 0.568)  -0.088
H (2.211, -1.091, -2.084)  0.073
H (1.204, 0.375, -2.525)  0.076
H (0.569, -0.903, -1.522)  0.061
H (2.886, 0.930, -0.628)  0.106
H (1.174, 1.014, -0.139)  0.092
H (2.758, -1.231, 0.286)  0.061
N (-1.325, 0.630, 1.889)  -0.003
C (-1.650, 0.277, 0.485)  -0.387
N (-2.855, -0.496, 0.265)  -0.003
H (-0.816, -0.170, 2.247)  0.057
H (-0.744, 1.452, 1.936)  0.048
H (-0.797, -0.288, 0.095)  0.072
H (-1.700, 1.195, -0.102)  0.108
H (-3.612, 0.112, 0.520)  0.052
H (-2.878, -1.232, 0.976)  0.067

=====

## c
3 unconnected molecules or ions with the total composition C3H12N2O, computed with wB97M-V/def2-TZVPD.

HOMO (eV): -9.15
Total charge: 0
SMILES: C=C.NCO.N

Each line ends with the Löwdin charge.
Geometry (Å):
C (1.456, -2.245, -1.196)  -0.054
C (2.335, -1.228, -1.270)  -0.062
H (0.511, -2.080, -0.888)  -0.023
H (1.826, -3.207, -1.077)  0.026
H (2.258, -0.217, -0.798)  0.048
H (3.247, -1.255, -1.909)  0.050
N (-1.994, -0.238, 1.124)  0.022
C (-1.744, -0.061, -0.250)  -0.280
O (-0.465, 0.703, -0.752)  -0.182
H (-2.064, 0.639, 1.554)  0.041
H (-1.265, -0.837, 1.548)  0.092
H (-2.527, 0.568, -0.663)  0.102
H (-1.507, -1.014, -0.776)  0.105
H (-0.313, 1.396, -0.051)  0.008
N (0.443, 2.296, 1.683)  0.001
H (0.046, 2.889, 2.344)  -0.022
H (0.887, 1.463, 2.198)  0.071
H (1.198, 2.837, 1.182)  0.057

=====

Tell me which of them is the most stable. Sure, it is b.